No. 1
{
  "formula": "C8H19AlFN3O4PS",
  "method": "wB97M-V/def2-TZVPD",
  "species": ["N", "P", "O", "O", "Al", "S", "O", "O", "F", "H", "H", "H", "H", "H", "C", "C", "C", "C", "N", "H", "H", "H", "H", "H", "H", "H", "C", "C", "C", "C", "N", "H", "H", "H", "H", "H", "H", "H"],
  "xyz": [[1.875, 1.849, 0.889], [1.070, 0.723, 0.171], [0.743, -0.507, 1.220], [2.074, 0.006, -0.930], [-0.900, 1.373, -0.971], [-2.772, 0.524, 0.176], [-3.777, 1.535, 0.235], [-2.451, -0.052, 1.447], [-3.432, -0.688, -0.673], [1.366, 2.711, 0.763], [0.109, -1.077, 0.776], [1.523, -0.561, -1.480], [-0.908, 0.678, -2.410], [-0.983, 2.955, -1.068], [4.412, 0.733, -3.659], [4.200, 1.690, -4.826], [4.072, 3.148, -4.378], [2.918, 3.341, -3.496], [2.016, 3.489, -2.826], [3.570, 0.746, -2.970], [4.529, -0.289, -4.020], [5.309, 0.996, -3.095], [3.304, 1.400, -5.379], [5.042, 1.610, -5.518], [3.948, 3.802, -5.242], [4.970, 3.462, -3.847], [-4.100, -2.807, 5.532], [-3.027, -2.224, 4.617], [-3.245, -2.566, 3.142], [-3.222, -4.017, 2.937], [-3.204, -5.143, 2.802], [-4.104, -3.897, 5.498], [-3.924, -2.511, 6.567], [-5.093, -2.453, 5.245], [-2.047, -2.586, 4.934], [-3.014, -1.139, 4.719], [-2.469, -2.112, 2.530], [-4.203, -2.181, 2.795]],
  "atomic_forces_ev_per_a": [[-0.02, -0.36, 0.03], [0.15, 0.33, 0.46], [0.43, 0.22, -0.44], [-0.29, -0.14, 0.21], [0.47, 0.42, -1.11], [0.24, 0.63, 0.22], [-0.92, 0.52, -0.44], [0.37, -0.98, 0.63], [-0.03, -0.15, -0.05], [0.06, 0.34, 0.09], [-0.24, -0.30, 0.23], [0.09, -0.17, -0.23], [-0.09, -0.25, 0.04], [-0.19, -0.10, 0.33], [-0.01, -0.04, -0.07], [0.09, -0.20, 0.07], [-0.11, -0.15, -0.04], [1.60, -0.16, -1.17], [-1.60, 0.26, 1.14], [-0.04, 0.04, 0.10], [0.02, 0.01, 0.01], [0.01, 0.00, 0.02], [-0.02, 0.06, -0.02], [-0.03, 0.10, -0.04], [0.02, 0.06, 0.00], [0.02, 0.02, 0.04], [0.06, 0.01, 0.02], [-0.13, 0.00, 0.21], [0.16, -0.18, 0.21], [-0.09, 2.04, 0.14], [0.04, -2.04, -0.22], [-0.02, -0.01, -0.05], [-0.02, 0.02, 0.00], [-0.01, -0.01, 0.00], [0.04, 0.02, -0.06], [0.05, 0.02, -0.11], [-0.07, 0.06, -0.09], [-0.01, 0.03, -0.08]],
  "molar_mass_da": 330.28,
  "e_tot_ha": -1863.4281,
  "lumo_energy_ev": 2.6045,
  "spin_multiplicity": 1,
  "total_charge": -1,
  "gap_ha": 0.3019
}

---

No. 2
{
  "formula": "C6H12",
  "method": "wB97M-V/def2-TZVPD",
  "species": ["C", "C", "C", "C", "C", "C", "H", "H", "H", "H", "H", "H", "H", "H", "H", "H", "H", "H"],
  "xyz": [[-0.156, -1.593, -1.351], [1.157, -1.053, -0.785], [0.995, -0.248, 0.510], [0.133, 0.991, 0.376], [-0.643, 1.503, 1.557], [-1.370, 0.915, 0.383], [-0.873, -0.785, -1.518], [-0.619, -2.310, -0.662], [0.003, -2.101, -2.307], [1.842, -1.890, -0.591], [1.648, -0.426, -1.542], [1.990, 0.057, 0.864], [0.577, -0.896, 1.295], [0.552, 1.758, -0.276], [-0.611, 0.906, 2.466], [-0.702, 2.574, 1.726], [-1.918, 1.583, -0.278], [-1.835, -0.059, 0.515]],
  "atomic_forces_ev_per_a": [[-0.06, -0.01, -0.03], [0.06, 0.01, -0.02], [-0.03, -0.02, 0.05], [0.11, 0.00, -0.09], [0.03, 0.11, 0.20], [-0.15, -0.07, -0.07], [0.12, -0.14, -0.03], [0.07, 0.11, -0.09], [0.01, 0.03, 0.15], [-0.08, 0.13, -0.05], [-0.07, -0.05, 0.11], [-0.16, -0.06, -0.02], [-0.01, 0.08, -0.13], [-0.07, -0.12, 0.10], [0.02, 0.11, -0.15], [0.01, -0.16, -0.05], [0.09, -0.11, 0.14], [0.12, 0.16, 0.00]],
  "molar_mass_da": 84.16,
  "e_tot_ha": -235.7800,
  "de_lowest_kj_mol": 100.5,
  "lumo_energy_ev": 1.2884,
  "spin_multiplicity": 1,
  "smiles": "CCCC1CC1",
  "gap_ha": 0.4193
}

---

Repeat the first record exactly.
{
  "formula": "C8H19AlFN3O4PS",
  "method": "wB97M-V/def2-TZVPD",
  "species": ["N", "P", "O", "O", "Al", "S", "O", "O", "F", "H", "H", "H", "H", "H", "C", "C", "C", "C", "N", "H", "H", "H", "H", "H", "H", "H", "C", "C", "C", "C", "N", "H", "H", "H", "H", "H", "H", "H"],
  "xyz": [[1.875, 1.849, 0.889], [1.070, 0.723, 0.171], [0.743, -0.507, 1.220], [2.074, 0.006, -0.930], [-0.900, 1.373, -0.971], [-2.772, 0.524, 0.176], [-3.777, 1.535, 0.235], [-2.451, -0.052, 1.447], [-3.432, -0.688, -0.673], [1.366, 2.711, 0.763], [0.109, -1.077, 0.776], [1.523, -0.561, -1.480], [-0.908, 0.678, -2.410], [-0.983, 2.955, -1.068], [4.412, 0.733, -3.659], [4.200, 1.690, -4.826], [4.072, 3.148, -4.378], [2.918, 3.341, -3.496], [2.016, 3.489, -2.826], [3.570, 0.746, -2.970], [4.529, -0.289, -4.020], [5.309, 0.996, -3.095], [3.304, 1.400, -5.379], [5.042, 1.610, -5.518], [3.948, 3.802, -5.242], [4.970, 3.462, -3.847], [-4.100, -2.807, 5.532], [-3.027, -2.224, 4.617], [-3.245, -2.566, 3.142], [-3.222, -4.017, 2.937], [-3.204, -5.143, 2.802], [-4.104, -3.897, 5.498], [-3.924, -2.511, 6.567], [-5.093, -2.453, 5.245], [-2.047, -2.586, 4.934], [-3.014, -1.139, 4.719], [-2.469, -2.112, 2.530], [-4.203, -2.181, 2.795]],
  "atomic_forces_ev_per_a": [[-0.02, -0.36, 0.03], [0.15, 0.33, 0.46], [0.43, 0.22, -0.44], [-0.29, -0.14, 0.21], [0.47, 0.42, -1.11], [0.24, 0.63, 0.22], [-0.92, 0.52, -0.44], [0.37, -0.98, 0.63], [-0.03, -0.15, -0.05], [0.06, 0.34, 0.09], [-0.24, -0.30, 0.23], [0.09, -0.17, -0.23], [-0.09, -0.25, 0.04], [-0.19, -0.10, 0.33], [-0.01, -0.04, -0.07], [0.09, -0.20, 0.07], [-0.11, -0.15, -0.04], [1.60, -0.16, -1.17], [-1.60, 0.26, 1.14], [-0.04, 0.04, 0.10], [0.02, 0.01, 0.01], [0.01, 0.00, 0.02], [-0.02, 0.06, -0.02], [-0.03, 0.10, -0.04], [0.02, 0.06, 0.00], [0.02, 0.02, 0.04], [0.06, 0.01, 0.02], [-0.13, 0.00, 0.21], [0.16, -0.18, 0.21], [-0.09, 2.04, 0.14], [0.04, -2.04, -0.22], [-0.02, -0.01, -0.05], [-0.02, 0.02, 0.00], [-0.01, -0.01, 0.00], [0.04, 0.02, -0.06], [0.05, 0.02, -0.11], [-0.07, 0.06, -0.09], [-0.01, 0.03, -0.08]],
  "molar_mass_da": 330.28,
  "e_tot_ha": -1863.4281,
  "lumo_energy_ev": 2.6045,
  "spin_multiplicity": 1,
  "total_charge": -1,
  "gap_ha": 0.3019
}

---

Please write out number 2 again, unchanged.
{
  "formula": "C6H12",
  "method": "wB97M-V/def2-TZVPD",
  "species": ["C", "C", "C", "C", "C", "C", "H", "H", "H", "H", "H", "H", "H", "H", "H", "H", "H", "H"],
  "xyz": [[-0.156, -1.593, -1.351], [1.157, -1.053, -0.785], [0.995, -0.248, 0.510], [0.133, 0.991, 0.376], [-0.643, 1.503, 1.557], [-1.370, 0.915, 0.383], [-0.873, -0.785, -1.518], [-0.619, -2.310, -0.662], [0.003, -2.101, -2.307], [1.842, -1.890, -0.591], [1.648, -0.426, -1.542], [1.990, 0.057, 0.864], [0.577, -0.896, 1.295], [0.552, 1.758, -0.276], [-0.611, 0.906, 2.466], [-0.702, 2.574, 1.726], [-1.918, 1.583, -0.278], [-1.835, -0.059, 0.515]],
  "atomic_forces_ev_per_a": [[-0.06, -0.01, -0.03], [0.06, 0.01, -0.02], [-0.03, -0.02, 0.05], [0.11, 0.00, -0.09], [0.03, 0.11, 0.20], [-0.15, -0.07, -0.07], [0.12, -0.14, -0.03], [0.07, 0.11, -0.09], [0.01, 0.03, 0.15], [-0.08, 0.13, -0.05], [-0.07, -0.05, 0.11], [-0.16, -0.06, -0.02], [-0.01, 0.08, -0.13], [-0.07, -0.12, 0.10], [0.02, 0.11, -0.15], [0.01, -0.16, -0.05], [0.09, -0.11, 0.14], [0.12, 0.16, 0.00]],
  "molar_mass_da": 84.16,
  "e_tot_ha": -235.7800,
  "de_lowest_kj_mol": 100.5,
  "lumo_energy_ev": 1.2884,
  "spin_multiplicity": 1,
  "smiles": "CCCC1CC1",
  "gap_ha": 0.4193
}

---

Copy entry 1 word for word.
{
  "formula": "C8H19AlFN3O4PS",
  "method": "wB97M-V/def2-TZVPD",
  "species": ["N", "P", "O", "O", "Al", "S", "O", "O", "F", "H", "H", "H", "H", "H", "C", "C", "C", "C", "N", "H", "H", "H", "H", "H", "H", "H", "C", "C", "C", "C", "N", "H", "H", "H", "H", "H", "H", "H"],
  "xyz": [[1.875, 1.849, 0.889], [1.070, 0.723, 0.171], [0.743, -0.507, 1.220], [2.074, 0.006, -0.930], [-0.900, 1.373, -0.971], [-2.772, 0.524, 0.176], [-3.777, 1.535, 0.235], [-2.451, -0.052, 1.447], [-3.432, -0.688, -0.673], [1.366, 2.711, 0.763], [0.109, -1.077, 0.776], [1.523, -0.561, -1.480], [-0.908, 0.678, -2.410], [-0.983, 2.955, -1.068], [4.412, 0.733, -3.659], [4.200, 1.690, -4.826], [4.072, 3.148, -4.378], [2.918, 3.341, -3.496], [2.016, 3.489, -2.826], [3.570, 0.746, -2.970], [4.529, -0.289, -4.020], [5.309, 0.996, -3.095], [3.304, 1.400, -5.379], [5.042, 1.610, -5.518], [3.948, 3.802, -5.242], [4.970, 3.462, -3.847], [-4.100, -2.807, 5.532], [-3.027, -2.224, 4.617], [-3.245, -2.566, 3.142], [-3.222, -4.017, 2.937], [-3.204, -5.143, 2.802], [-4.104, -3.897, 5.498], [-3.924, -2.511, 6.567], [-5.093, -2.453, 5.245], [-2.047, -2.586, 4.934], [-3.014, -1.139, 4.719], [-2.469, -2.112, 2.530], [-4.203, -2.181, 2.795]],
  "atomic_forces_ev_per_a": [[-0.02, -0.36, 0.03], [0.15, 0.33, 0.46], [0.43, 0.22, -0.44], [-0.29, -0.14, 0.21], [0.47, 0.42, -1.11], [0.24, 0.63, 0.22], [-0.92, 0.52, -0.44], [0.37, -0.98, 0.63], [-0.03, -0.15, -0.05], [0.06, 0.34, 0.09], [-0.24, -0.30, 0.23], [0.09, -0.17, -0.23], [-0.09, -0.25, 0.04], [-0.19, -0.10, 0.33], [-0.01, -0.04, -0.07], [0.09, -0.20, 0.07], [-0.11, -0.15, -0.04], [1.60, -0.16, -1.17], [-1.60, 0.26, 1.14], [-0.04, 0.04, 0.10], [0.02, 0.01, 0.01], [0.01, 0.00, 0.02], [-0.02, 0.06, -0.02], [-0.03, 0.10, -0.04], [0.02, 0.06, 0.00], [0.02, 0.02, 0.04], [0.06, 0.01, 0.02], [-0.13, 0.00, 0.21], [0.16, -0.18, 0.21], [-0.09, 2.04, 0.14], [0.04, -2.04, -0.22], [-0.02, -0.01, -0.05], [-0.02, 0.02, 0.00], [-0.01, -0.01, 0.00], [0.04, 0.02, -0.06], [0.05, 0.02, -0.11], [-0.07, 0.06, -0.09], [-0.01, 0.03, -0.08]],
  "molar_mass_da": 330.28,
  "e_tot_ha": -1863.4281,
  "lumo_energy_ev": 2.6045,
  "spin_multiplicity": 1,
  "total_charge": -1,
  "gap_ha": 0.3019
}

---

What did the first record say?
{
  "formula": "C8H19AlFN3O4PS",
  "method": "wB97M-V/def2-TZVPD",
  "species": ["N", "P", "O", "O", "Al", "S", "O", "O", "F", "H", "H", "H", "H", "H", "C", "C", "C", "C", "N", "H", "H", "H", "H", "H", "H", "H", "C", "C", "C", "C", "N", "H", "H", "H", "H", "H", "H", "H"],
  "xyz": [[1.875, 1.849, 0.889], [1.070, 0.723, 0.171], [0.743, -0.507, 1.220], [2.074, 0.006, -0.930], [-0.900, 1.373, -0.971], [-2.772, 0.524, 0.176], [-3.777, 1.535, 0.235], [-2.451, -0.052, 1.447], [-3.432, -0.688, -0.673], [1.366, 2.711, 0.763], [0.109, -1.077, 0.776], [1.523, -0.561, -1.480], [-0.908, 0.678, -2.410], [-0.983, 2.955, -1.068], [4.412, 0.733, -3.659], [4.200, 1.690, -4.826], [4.072, 3.148, -4.378], [2.918, 3.341, -3.496], [2.016, 3.489, -2.826], [3.570, 0.746, -2.970], [4.529, -0.289, -4.020], [5.309, 0.996, -3.095], [3.304, 1.400, -5.379], [5.042, 1.610, -5.518], [3.948, 3.802, -5.242], [4.970, 3.462, -3.847], [-4.100, -2.807, 5.532], [-3.027, -2.224, 4.617], [-3.245, -2.566, 3.142], [-3.222, -4.017, 2.937], [-3.204, -5.143, 2.802], [-4.104, -3.897, 5.498], [-3.924, -2.511, 6.567], [-5.093, -2.453, 5.245], [-2.047, -2.586, 4.934], [-3.014, -1.139, 4.719], [-2.469, -2.112, 2.530], [-4.203, -2.181, 2.795]],
  "atomic_forces_ev_per_a": [[-0.02, -0.36, 0.03], [0.15, 0.33, 0.46], [0.43, 0.22, -0.44], [-0.29, -0.14, 0.21], [0.47, 0.42, -1.11], [0.24, 0.63, 0.22], [-0.92, 0.52, -0.44], [0.37, -0.98, 0.63], [-0.03, -0.15, -0.05], [0.06, 0.34, 0.09], [-0.24, -0.30, 0.23], [0.09, -0.17, -0.23], [-0.09, -0.25, 0.04], [-0.19, -0.10, 0.33], [-0.01, -0.04, -0.07], [0.09, -0.20, 0.07], [-0.11, -0.15, -0.04], [1.60, -0.16, -1.17], [-1.60, 0.26, 1.14], [-0.04, 0.04, 0.10], [0.02, 0.01, 0.01], [0.01, 0.00, 0.02], [-0.02, 0.06, -0.02], [-0.03, 0.10, -0.04], [0.02, 0.06, 0.00], [0.02, 0.02, 0.04], [0.06, 0.01, 0.02], [-0.13, 0.00, 0.21], [0.16, -0.18, 0.21], [-0.09, 2.04, 0.14], [0.04, -2.04, -0.22], [-0.02, -0.01, -0.05], [-0.02, 0.02, 0.00], [-0.01, -0.01, 0.00], [0.04, 0.02, -0.06], [0.05, 0.02, -0.11], [-0.07, 0.06, -0.09], [-0.01, 0.03, -0.08]],
  "molar_mass_da": 330.28,
  "e_tot_ha": -1863.4281,
  "lumo_energy_ev": 2.6045,
  "spin_multiplicity": 1,
  "total_charge": -1,
  "gap_ha": 0.3019
}